Below is 2 unconnected molecules or ions with the total composition C5H14IN2O, with properties calculated with ωB97M-V with the def2-TZVPD basis set.

Each line ends with the Mulliken charge.
Cartesian coordinates (Å):
C  0.26  1.13  -1.81  -0.88
C  1.62  2.55  -0.48  -1.05
C  -2.19  -2.40  1.01  -0.89
C  1.85  0.08  -0.26  -0.50
C  -0.05  -0.74  1.22  -0.39
N  1.37  1.18  -0.90  0.23
N  -1.32  -1.46  0.36  -0.27
O  -0.42  0.50  1.60  -0.42
I  1.77  -1.73  -1.32  0.13
H  0.55  1.12  -2.88  0.30
H  -0.37  0.26  -1.40  0.10
H  -0.33  2.01  -1.70  0.51
H  1.34  2.82  0.57  0.27
H  2.61  2.76  -0.51  0.44
H  1.10  3.13  -1.22  0.46
H  -2.72  -1.82  1.83  0.32
H  -3.02  -2.68  0.39  0.37
H  -1.55  -3.21  1.38  0.35
H  2.79  0.27  0.27  0.53
H  0.21  -1.63  1.84  0.42
H  -0.88  -1.90  -0.52  0.25
H  -1.86  -0.63  -0.03  0.39
H  -0.73  0.40  2.56  0.32

Output
LUMO level (alpha / beta) = -3.59 / -3.59 eV
HOMO level (alpha / beta) = -11.1 / -11.1 eV
net charge = +1
energy relative to the best compared isomer or geometry (same formula, charge and spin) = 2.341 eV
orbital gap (alpha / beta) = 7.5 / 7.5 eV
electronic energy = -680.943357 a.u.

***

Below is a single H2O molecule, with properties calculated with ωB97M-V with the def2-TZVPD basis set.

Each line ends with the Mulliken charge.
Cartesian coordinates (Å):
O  -0.38  -0.10  0.03  -0.64
H  0.40  -0.64  0.23  0.32
H  -0.02  0.74  -0.26  0.32

Output
LUMO level = 1.08 eV
HOMO level = -11.6 eV
energy relative to the best compared isomer or geometry (same formula, charge and spin) = 0.003 eV
structure (SMILES) = O
orbital gap = 12.7 eV
electronic energy = -76.433514 a.u.

***

Below is a molecular structure, C20H19N2O5S2, with properties calculated with ωB97M-V with the def2-TZVPD basis set.

Each line ends with the Mulliken charge.
Cartesian coordinates (Å):
C  -0.75  2.97  -3.01  -1.04
C  0.64  2.73  -2.61  0.63
N  1.67  3.36  -3.22  -0.90
C  2.81  2.92  -2.61  0.27
C  4.14  3.43  -3.03  -1.12
C  2.43  1.99  -1.60  -0.52
N  1.07  1.89  -1.61  0.07
H  -1.38  2.12  -2.71  0.19
H  -1.12  3.90  -2.56  0.21
H  -0.79  3.08  -4.10  0.31
H  4.95  2.87  -2.55  0.29
H  4.25  3.35  -4.12  0.27
H  4.25  4.49  -2.77  0.23
H  3.09  1.45  -0.94  0.39
C  0.29  0.50  6.44  -0.81
O  -0.44  1.27  5.46  -0.45
C  -0.17  1.10  4.14  0.92
C  0.72  0.11  3.65  -0.24
C  0.82  -0.08  2.28  -0.37
C  0.08  0.69  1.36  -0.05
C  0.08  0.35  -0.05  0.14
C  -0.18  -0.91  -0.44  -0.72
S  -0.45  -1.33  -2.16  1.32
O  -1.35  -0.34  -2.74  -0.64
O  0.81  -1.66  -2.79  -0.65
C  -1.39  -2.83  -1.86  0.16
C  -1.51  -3.24  -0.54  0.47
C  -2.24  -4.38  -0.20  -0.70
C  -2.85  -5.11  -1.21  -0.57
C  -2.74  -4.70  -2.55  -0.56
C  -2.01  -3.56  -2.87  -0.65
S  -0.70  -2.20  0.69  1.33
O  0.45  -2.91  1.20  -0.67
O  -1.73  -1.71  1.58  -0.63
C  -0.69  1.76  1.87  -0.43
C  -0.86  1.93  3.23  -0.86
H  -0.09  0.86  7.39  0.24
H  0.08  -0.58  6.33  0.32
H  1.37  0.68  6.36  0.32
H  1.29  -0.53  4.32  0.32
H  1.53  -0.82  1.91  0.40
H  0.22  1.16  -0.84  0.41
H  -2.31  -4.66  0.85  0.42
H  -3.43  -6.00  -0.95  0.37
H  -3.23  -5.27  -3.34  0.36
H  -1.91  -3.21  -3.90  0.44
H  -1.21  2.41  1.17  0.39
H  -1.53  2.69  3.64  0.38

Output
LUMO level = 2.47 eV
HOMO level = -3.5 eV
net charge = -1
energy relative to the best compared isomer or geometry (same formula, charge and spin) = 0.447 eV
orbital gap = 6.0 eV
electronic energy = -2055.552906 a.u.